No. 1
The following is a DFT calculation (the ωB97M-V functional and the def2-TZVPD basis) of a 2-piece molecular cluster, C26H30F9NO5S overall.

```
72
Properties=species:S:1:pos:R:3:lowdin_charge:R:1
S 7.504 -6.316 -2.619 0.77
F 7.478 -7.239 -3.906 -0.12
F 7.166 -7.576 -1.725 -0.13
F 9.037 -6.634 -2.451 -0.11
F 4.893 -7.314 -4.556 0.11
F 5.931 -5.488 -5.203 0.11
F 5.515 -4.596 -2.423 0.12
F 4.931 -6.661 -2.045 0.12
F 7.891 -5.055 -3.503 -0.13
F 7.570 -5.424 -1.308 -0.13
O -2.009 5.678 2.648 -0.18
O -0.736 2.882 -3.252 0.05
O -2.710 5.422 7.214 -0.19
O -2.313 -2.795 -0.805 0.13
O -0.458 -1.883 -5.346 0.13
N -4.340 5.846 4.762 -0.05
C -4.030 4.932 7.016 -0.22
C -0.571 0.534 -3.694 0.07
C -1.649 2.179 0.860 -0.09
C -0.740 -0.772 -3.261 -0.08
C -4.291 4.628 5.558 -0.22
C -0.385 -1.925 -4.140 -0.28
C 3.733 -5.255 -4.428 -0.06
C -3.213 4.936 2.650 -0.24
C 1.486 -5.094 -3.259 -0.20
C -4.389 5.637 3.319 -0.20
C -1.675 2.516 -0.636 -0.18
C 5.054 -5.988 -4.292 -0.46
C 2.526 -6.017 -3.854 -0.11
C -0.871 1.579 -2.829 -0.25
C 5.659 -5.861 -2.849 -0.41
C -1.219 5.566 3.816 -0.10
C 0.955 -5.347 -1.997 -0.01
C 1.028 -3.986 -3.967 0.04
C 0.084 -3.141 -3.405 -0.07
C -0.438 -3.400 -2.134 -0.08
C -1.252 -1.029 -1.988 -0.08
C -1.366 1.346 -1.541 -0.14
C -2.634 6.780 7.595 -0.12
C -1.574 0.029 -1.147 0.05
C -0.007 -4.518 -1.436 0.01
C -1.434 -2.446 -1.560 -0.29
H -1.601 6.980 7.873 0.09
H -4.498 6.617 2.850 0.12
H 3.616 -5.143 -5.508 0.14
H 3.818 -4.254 -4.015 0.13
H -0.914 3.271 -0.835 0.11
H -0.415 -4.732 -0.457 0.12
H -1.979 -0.189 -0.167 0.12
H -3.275 6.988 8.457 0.09
H 0.166 3.024 -3.557 0.12
H -2.913 7.458 6.781 0.08
H -1.503 3.095 1.429 0.05
H -2.641 2.938 -0.915 0.12
H -4.125 4.006 7.589 0.12
H 2.047 -6.575 -4.659 0.13
H -3.474 4.797 1.598 0.12
H -1.477 6.323 4.563 0.07
H -3.512 3.929 5.222 0.11
H -3.536 6.420 4.984 0.07
H -0.212 0.720 -4.698 0.13
H -0.810 1.517 1.079 0.08
H -1.310 4.576 4.272 0.09
H 2.835 -6.724 -3.089 0.11
H -5.254 4.115 5.474 0.12
H -2.580 1.701 1.162 0.08
H -5.298 5.072 3.086 0.12
H -0.180 5.724 3.527 0.09
H 1.299 -6.204 -1.430 0.12
H -4.766 5.645 7.400 0.12
H -3.036 3.936 3.065 0.10
H 1.390 -3.760 -4.963 0.13
```

Values from the calculation:
- Frontier orbital gap: 8.1 eV
- Energy relative to the best compared isomer or geometry (same formula, charge and spin): 0.0 kJ/mol
- SMILES: CCc1cc2c(cc1O)C(=O)c1cc(CCC(F)(F)C(F)(F)S(F)(F)(F)(F)F)ccc1C2=O.COCCNCCOC
- Spin multiplicity: 1

=====

No. 2
The following is a DFT calculation (the ωB97M-V functional and the def2-TZVPD basis) of one molecule with the formula C25H32N2O5.

```
64
Properties=species:S:1:pos:R:3:lowdin_charge:R:1
O 6.597 -3.576 -1.001 0.05
O -2.359 2.619 2.033 0.07
O 3.523 1.236 0.104 0.01
O -5.141 0.559 -0.530 -0.06
O 2.447 3.184 -1.174 -0.06
N 6.218 -1.905 0.451 -0.07
N -2.772 2.317 -0.159 -0.09
C 2.198 1.416 0.348 -0.18
C -7.698 -4.456 0.085 -0.06
C -0.515 1.993 0.680 -0.16
C 3.929 -1.172 0.005 -0.09
C -4.991 1.470 0.540 -0.17
C -5.776 -0.628 -0.296 -0.27
C 5.711 0.480 0.573 -0.09
C 0.074 0.967 1.394 -0.01
C -4.162 2.662 0.052 -0.12
C 6.547 -0.675 1.130 -0.15
C 7.008 -2.597 -0.409 -0.50
C 0.261 2.760 -0.190 0.03
C 1.933 4.285 -1.881 -0.08
C -6.957 -2.243 1.029 -0.04
C -2.434 1.774 -1.453 -0.03
C 1.418 0.671 1.217 0.00
C -7.033 -3.118 -0.041 -0.29
C -5.848 -1.502 -1.381 0.00
C 8.434 -2.111 -0.571 0.00
C 4.221 0.161 0.704 -0.33
C 1.606 2.490 -0.358 -0.18
C -6.338 -1.008 0.914 -0.02
C -1.951 2.326 0.921 -0.43
C 4.823 -2.269 0.582 -0.13
C -6.467 -2.725 -1.251 -0.05
H -8.127 -4.585 1.075 0.07
H -1.463 1.288 -1.416 0.09
H 2.774 4.694 -2.438 0.09
H 1.844 -0.145 1.779 0.11
H 1.541 5.051 -1.204 0.10
H -6.515 -3.391 -2.101 0.11
H 4.594 -2.422 1.643 0.13
H 4.676 -3.207 0.044 0.12
H -0.205 3.578 -0.716 0.12
H -5.974 1.826 0.877 0.13
H -7.389 -2.522 1.980 0.11
H -6.303 -0.357 1.774 0.10
H 6.322 -0.801 2.197 0.13
H -4.576 3.040 -0.885 0.13
H 2.881 -1.448 0.120 0.12
H 4.134 -1.056 -1.061 0.14
H -0.518 0.388 2.085 0.12
H -6.977 -5.255 -0.087 0.08
H -5.410 -1.197 -2.319 0.11
H 8.936 -2.781 -1.263 0.08
H -3.189 1.041 -1.741 0.08
H -2.410 2.567 -2.205 0.10
H -8.490 -4.559 -0.655 0.08
H -4.472 1.000 1.383 0.13
H 8.960 -2.128 0.380 0.08
H -4.201 3.437 0.821 0.13
H 3.964 0.091 1.772 0.15
H 5.938 0.633 -0.483 0.13
H 8.456 -1.103 -0.979 0.08
H 7.606 -0.451 1.031 0.11
H 1.148 3.984 -2.583 0.10
H 5.938 1.403 1.108 0.13
```

Values from the calculation:
- Frontier orbital gap: 8.9 eV
- Energy relative to the best compared isomer or geometry (same formula, charge and spin): 111.6 kJ/mol
- SMILES: COc1cc(C(=O)N(C)CCOc2ccc(C)cc2)ccc1OC1CCN(C(C)=O)CC1
- Spin multiplicity: 1

=====

No. 3
The following is a DFT calculation (the ωB97M-V functional and the def2-TZVPD basis) of C16H47F8N4O19S4Y as an isolated structure at a distorted geometry.

```
99
Properties=species:S:1:pos:R:3:lowdin_charge:R:1
Y -2.684 3.625 -1.064 1.38
S -1.438 5.818 -3.697 0.59
S 0.264 5.171 -2.233 0.51
S -0.341 0.797 -0.406 0.69
S -1.597 3.621 2.592 0.55
F 1.018 0.628 -2.760 0.17
F -2.122 0.925 2.820 0.10
F -3.877 2.246 3.308 0.11
F -2.911 6.286 -3.413 -0.20
F -2.249 2.024 4.712 0.10
F -0.670 -0.747 -2.550 0.14
F 1.145 -1.222 -1.519 0.12
F 0.502 4.156 -1.001 -0.21
O -2.105 -4.261 -4.201 -0.18
O -2.839 2.158 -3.005 -0.10
O -1.326 -0.136 0.244 -0.35
O 0.819 1.178 0.417 -0.29
O -1.628 5.157 -4.972 -0.27
O -0.168 3.488 3.005 -0.32
O 1.043 4.556 -3.284 -0.25
O 1.882 3.672 1.218 -0.07
O -0.769 7.150 -3.823 -0.26
O 0.777 6.425 -1.639 -0.25
O -1.701 3.451 1.163 -0.43
O -2.226 4.800 3.159 -0.30
O -5.355 -0.249 1.034 -0.09
O -3.605 1.429 -0.339 -0.14
O 2.076 -1.172 2.848 -0.17
O 6.385 2.088 3.873 -0.20
O -4.276 -3.644 0.182 -0.10
O -1.697 -2.932 -0.065 -0.03
O -1.100 2.002 -0.912 -0.48
N 3.625 -3.048 -0.172 0.01
N 4.132 1.581 0.953 0.05
N -1.288 4.776 -2.292 -0.41
N -5.075 -4.802 -3.775 0.00
C -3.808 -6.451 -2.604 -0.08
C -4.933 -2.419 -0.139 -0.21
C -2.540 2.093 3.384 -0.56
C 0.370 -0.200 -1.960 -0.60
C -4.132 -4.944 -2.644 -0.36
C 6.072 3.168 0.896 -0.04
C 5.170 2.125 3.081 -0.17
C 2.209 -1.622 1.469 -0.13
C 0.931 -0.511 3.141 -0.16
C 4.850 -1.426 1.143 -0.08
C 5.381 1.924 1.585 -0.43
C -2.832 -4.049 -2.988 -0.18
C -4.599 -1.472 1.050 -0.20
C 6.294 1.517 5.147 -0.14
C -1.121 -3.184 -4.331 -0.09
C 3.598 -2.372 1.116 -0.37
H -4.673 -7.110 -2.541 0.07
H 6.075 1.089 1.482 0.12
H 6.467 0.441 5.151 0.08
H 4.726 3.056 3.435 0.14
H -2.957 0.874 0.095 0.00
H -5.463 0.099 1.922 0.09
H 4.926 -0.975 2.132 0.07
H 3.582 0.971 1.541 0.04
H -3.557 -1.237 0.832 0.08
H 4.530 1.283 3.344 0.11
H 5.504 4.077 1.092 0.07
H -1.449 -2.008 -0.062 0.00
H 1.430 -2.372 1.337 0.11
H 2.120 -0.868 0.687 0.08
H -4.446 1.023 -0.133 0.04
H 4.543 -3.435 -0.336 0.06
H 5.435 1.784 5.762 0.09
H 1.195 3.528 1.869 -0.03
H -3.313 -6.715 -3.538 0.07
H 0.980 -0.176 4.177 0.10
H -3.329 -3.523 0.282 0.03
H -2.437 2.020 -3.862 0.09
H -3.034 -2.990 -2.831 0.10
H 3.515 -2.371 -0.913 0.05
H -4.681 -1.970 2.016 0.13
H -1.703 -2.347 -4.718 0.08
H -5.673 -5.586 -3.996 0.05
H -4.762 -4.688 -1.792 0.11
H -0.633 -2.992 -3.375 0.07
H -3.161 -6.681 -1.757 0.07
H -6.008 -2.515 -0.294 0.12
H 0.833 0.401 2.553 0.06
H 5.804 -1.942 1.027 0.06
H -0.006 -1.056 3.033 0.08
H -2.153 -4.260 -2.162 0.10
H 6.227 2.985 -0.168 0.06
H -4.535 -4.781 -4.628 0.05
H 3.670 -3.209 1.811 0.12
H 4.980 -0.838 0.235 0.07
H -4.579 -2.053 -1.103 0.11
H 3.508 2.360 1.106 0.04
H 7.194 1.881 5.643 0.08
H 1.598 3.172 0.454 -0.01
H -0.924 -3.389 0.267 0.06
H -3.673 1.691 -3.053 0.07
H -0.306 -3.134 -5.053 0.08
H 7.083 3.317 1.274 0.06
```

Values from the calculation:
- Frontier orbital gap (alpha / beta): 5.0 / 8.2 eV
- Total charge: -1
- Spin multiplicity: 2

=====

No. 4
The following is a DFT calculation (the ωB97M-V functional and the def2-TZVPD basis) of C32H33AlBr4CaClINO8S as an isolated structure at a distorted geometry.

```
83
Properties=species:S:1:pos:R:3:lowdin_charge:R:1
I -3.862 0.503 -2.211 0.95
Br 2.332 0.326 2.993 0.60
Br 2.551 0.627 6.186 0.61
Br 3.614 -2.723 5.112 0.67
Br 1.260 2.980 4.432 0.59
Ca 2.774 4.172 0.279 1.70
Cl 4.831 -5.908 1.285 0.14
S -0.256 7.689 1.693 0.62
Al 5.833 -7.468 3.325 0.76
O 0.868 6.825 1.926 -0.30
O 1.055 -3.969 -3.583 0.15
O 4.434 -3.259 0.884 -0.20
O 1.424 3.930 -1.439 -0.19
O -0.754 0.524 -3.230 0.04
O 0.267 9.206 1.609 -0.17
O -1.412 7.658 2.509 -0.18
O -0.706 7.527 0.152 -0.20
N 2.082 2.469 -3.120 -0.13
C 1.539 1.071 4.600 -1.58
C -5.671 -2.841 -0.592 -0.19
C 3.531 2.754 -2.843 -0.06
C -1.057 -3.086 -2.731 -0.06
C 2.477 -2.509 -1.198 0.09
C -0.568 -0.514 -2.639 -0.31
C 0.306 9.632 0.242 -0.15
C 1.377 0.244 -1.025 -0.13
C 2.591 -0.154 -0.278 -0.06
C -5.456 -2.583 -2.139 -0.13
C 1.281 -2.164 -1.955 0.00
C 5.432 -3.529 1.818 -0.34
C -0.775 8.828 -0.453 -0.15
C 1.439 2.722 -1.869 -0.35
C -6.884 -3.867 1.398 -0.02
C 0.498 -3.183 -2.868 -0.28
C -1.584 -1.700 -2.609 -0.10
C -3.361 -4.047 -2.533 0.03
C -3.023 -1.486 -2.430 -0.50
C 1.619 3.404 -4.196 -0.03
C -3.898 -2.680 -2.374 -0.22
C 0.751 -0.789 -1.832 0.00
C -6.770 -3.637 -0.052 -0.02
C -4.834 -2.508 1.829 -0.04
C -5.920 -3.332 2.366 -0.25
C 4.404 -1.871 0.534 -0.14
C -4.715 -2.271 0.380 -0.05
C -5.973 -3.579 3.896 -0.08
C 0.749 1.663 -0.969 -0.02
C 3.141 -1.510 -0.327 -0.12
C 4.911 -3.442 3.330 -0.33
C -1.917 -4.255 -2.711 0.03
H 0.810 4.109 -3.874 0.11
H -6.018 -3.319 -2.769 0.13
H 0.559 0.615 4.708 -0.01
H 4.339 -4.354 3.633 0.02
H 5.773 -3.292 4.039 0.09
H -5.807 -1.552 -2.420 0.06
H 4.189 2.213 -3.579 0.13
H -5.349 -2.831 4.467 0.07
H -7.521 -4.093 -0.741 0.11
H -1.512 -5.284 -2.824 0.13
H 3.043 0.648 0.370 0.04
H 4.180 -2.502 3.458 -0.07
H 5.876 -4.700 1.658 -0.03
H -7.008 -3.497 4.326 0.09
H -4.083 -2.090 2.543 0.10
H 4.260 -1.306 1.511 0.09
H -0.355 1.647 -1.193 0.15
H -0.618 8.762 -1.528 0.14
H 1.295 9.398 -0.160 0.13
H 1.211 2.855 -5.093 0.12
H 5.360 -1.492 0.087 0.15
H 0.133 10.705 0.172 0.15
H 3.833 2.369 -1.811 0.08
H 2.485 4.006 -4.598 0.10
H 6.332 -2.849 1.736 0.14
H -1.767 9.241 -0.256 0.14
H -5.564 -4.588 4.196 0.09
H 3.775 3.852 -2.871 0.10
H 0.875 2.028 0.103 0.12
H 2.903 -3.536 -1.268 0.14
H -4.040 -4.936 -2.512 0.13
H -3.845 -1.640 0.076 0.06
H -7.717 -4.478 1.835 0.11
```

Values from the calculation:
- Frontier orbital gap: 2.5 eV
- Total charge: +3
- Spin multiplicity: 1

=====

No. 5
The following is a DFT calculation (the ωB97M-V functional and the def2-TZVPD basis) of one molecule with the formula C4H9NO.

```
15
Properties=species:S:1:pos:R:3:lowdin_charge:R:1
O -0.420 -0.428 0.895 -0.14
N -1.583 0.781 -0.770 0.01
C -0.981 0.798 0.552 -0.30
C -1.342 1.777 -1.509 -0.05
C 1.527 -1.783 0.795 -0.08
C 0.625 -0.836 0.030 -0.29
H 2.311 -2.182 0.144 0.08
H -0.695 2.614 -1.207 0.08
H -1.776 0.983 1.282 0.13
H 0.202 -1.319 -0.862 0.12
H -1.789 1.834 -2.503 0.07
H 1.198 0.040 -0.316 0.12
H 0.948 -2.620 1.196 0.08
H -0.222 1.604 0.638 0.12
H 1.997 -1.263 1.635 0.08
```

Values from the calculation:
- Frontier orbital gap: 10.8 eV
- Energy relative to the best compared isomer or geometry (same formula, charge and spin): 196.1 kJ/mol
- SMILES: C=NCOCC
- Spin multiplicity: 1

=====

No. 6
The following is a DFT calculation (the ωB97M-V functional and the def2-TZVPD basis) of C30H55N2O2P2Pb as an isolated structure at a distorted geometry.

```
92
Properties=species:S:1:pos:R:3:lowdin_charge:R:1
Pb -0.178 -0.296 0.523 1.10
P 2.647 -0.081 0.015 0.97
P -2.539 0.517 -0.738 0.97
O 0.061 -2.531 -1.255 -0.28
O -1.187 -1.726 4.172 0.10
N 0.470 2.106 1.202 0.09
N 0.190 1.041 -1.793 0.01
C 0.822 2.448 -4.114 -0.07
C 1.463 1.605 -1.906 -0.36
C -3.243 -2.169 -0.917 -0.10
C -0.699 1.156 -2.764 -0.39
C -2.975 2.518 1.153 -0.10
C 1.234 2.962 0.875 -0.14
C 2.740 0.360 2.838 -0.13
C 4.660 -0.874 1.894 -0.10
C -0.823 -1.257 3.214 -0.08
C -4.391 -0.813 0.838 -0.09
C -3.873 -0.795 -0.609 -0.70
C 3.616 -0.987 -1.261 -0.70
C -2.085 0.558 -2.512 -0.27
C -0.416 1.770 -4.001 -0.05
C 1.968 4.716 2.116 -0.03
C 1.729 2.463 -3.072 -0.05
C 0.312 -3.650 -0.366 -0.15
C 3.678 0.273 1.635 -0.65
C -4.589 2.495 -0.759 -0.09
C 2.799 -1.013 -2.558 -0.09
C 4.433 1.593 1.513 -0.09
C 3.115 4.518 -0.147 -0.03
C -5.020 -0.569 -1.609 -0.08
C -3.121 2.276 -0.355 -0.68
C -2.248 3.298 -1.098 -0.09
C 4.950 -0.266 -1.520 -0.07
C 0.726 5.055 -0.106 -0.04
C 1.816 4.341 0.658 -0.56
C 3.808 -2.425 -0.789 -0.10
C 2.559 1.349 -1.009 -0.36
H 2.885 -2.830 -0.325 0.06
H -1.914 2.523 1.468 0.05
H -4.829 3.561 -0.599 0.10
H 3.350 2.090 -0.977 0.04
H 0.948 5.003 2.413 0.10
H -5.640 -1.472 -1.623 0.09
H 5.140 -0.706 2.873 0.09
H -5.286 1.913 -0.135 0.07
H -1.177 3.151 -0.877 0.05
H -3.406 3.500 1.395 0.09
H 5.471 -0.923 1.150 0.07
H -4.904 0.119 1.121 0.07
H 3.721 2.438 1.472 0.05
H -3.580 -1.000 1.560 0.07
H 5.722 -0.522 -0.770 0.07
H 2.737 -0.031 -3.041 0.08
H -3.507 1.761 1.758 0.07
H 2.292 3.864 2.723 0.09
H -0.234 4.865 0.380 0.08
H -2.877 -2.237 -1.952 0.08
H 1.098 -4.320 -0.757 0.09
H 3.350 0.525 3.751 0.10
H -1.086 1.708 -4.793 0.08
H 0.637 -3.232 0.600 0.06
H 2.667 3.006 -3.100 0.10
H -2.388 3.260 -2.189 0.09
H -5.673 0.263 -1.325 0.06
H 1.077 3.011 -5.025 0.11
H 4.152 -1.848 1.940 0.08
H 3.332 5.595 -0.063 0.10
H 3.983 3.971 0.242 0.07
H 1.782 -1.396 -2.378 0.06
H 5.320 -0.591 -2.503 0.09
H 4.041 -3.052 -1.673 0.09
H -0.600 -4.219 -0.193 0.08
H -0.057 -2.896 -2.170 0.12
H 0.951 6.111 -0.081 0.10
H 2.671 5.537 2.223 0.10
H -2.860 1.117 -3.086 0.10
H -5.118 -1.635 0.937 0.10
H -2.416 -2.419 -0.233 0.05
H -2.532 4.314 -0.769 0.10
H 0.685 4.700 -1.151 0.10
H 5.056 1.706 2.417 0.10
H 2.023 1.190 2.769 0.04
H 2.161 -0.568 2.989 0.06
H 4.642 -2.535 -0.082 0.07
H -2.106 -0.488 -2.927 0.10
H 5.103 1.633 0.647 0.08
H 3.297 -1.687 -3.264 0.09
H 2.989 4.288 -1.215 0.07
H -4.651 -0.397 -2.633 0.08
H 4.872 0.829 -1.560 0.07
H -4.016 -2.937 -0.787 0.10
H -4.774 2.275 -1.824 0.09
```

Values from the calculation:
- Frontier orbital gap: 5.8 eV
- Total charge: +1
- Energy relative to the best compared isomer or geometry (same formula, charge and spin): 0.0 kJ/mol
- Spin multiplicity: 1